Molecular formula: C44H44BN6O4PPb
Method: DFT, ωB97M-V/def2-TZVPD

As for the spin multiplicity: 1. The value obtained for the orbital gap is 7.00 eV. As for the net charge: 0. Its relative energy (zero: lowest compared OMol25 entry of this formula, charge and spin) is 0.00 kcal/mol. For the HOMO energy, the calculation gives -7.2 eV. The total energy comes out at -78687.6378 eV.

```
101
C44H44BN6O4PPb, DFT ωB97M-V/def2-TZVPD
Pb 0.2693 -1.1642 0.0753
C 1.8310 1.9201 3.2826
C 2.7291 2.7670 2.6350
C 2.7620 2.7871 1.2610
C 1.8868 1.9609 0.5327
N 1.0819 1.0956 1.1626
C 1.0535 1.0972 2.5013
N 1.8082 2.1630 -0.8284
C 1.5203 1.3040 -1.7365
N 1.4276 -0.0801 -1.6745
C 1.3064 -0.5558 -2.9658
N 1.2995 -1.7549 -3.4357
C 1.3299 -2.9452 -2.7406
C 1.7407 -4.0770 -3.4678
C 1.6997 -5.3225 -2.8849
C 1.2281 -5.4451 -1.5790
C 0.8635 -4.2948 -0.9197
N 0.9284 -3.0742 -1.4682
C 1.2512 0.5896 -3.9060
C 1.1473 0.6408 -5.2810
C 1.1249 1.8985 -5.8752
C 1.1989 3.0584 -5.1057
C 1.3235 2.9925 -3.7213
C 1.3576 1.7382 -3.1472
H 1.7348 1.9025 4.3600
H 3.3875 3.4101 3.2068
H 3.4271 3.4355 0.7082
H 0.3739 0.3847 2.9556
H 2.0667 -3.9266 -4.4877
H 2.0203 -6.1943 -3.4428
H 1.1487 -6.4061 -1.0890
H 0.5153 -4.3319 0.1100
H 1.0843 -0.2662 -5.8703
H 1.0525 1.9820 -6.9531
H 1.1564 4.0252 -5.5931
H 1.3829 3.8833 -3.1080
O -1.2041 3.3234 0.4053
N -1.7160 2.5566 1.4122
C -1.4200 2.9745 2.5646
C -1.8837 2.2258 3.7498
C -1.8236 2.9087 4.9643
C -2.2058 2.3105 6.1505
C -2.6340 0.9964 6.1372
C -2.6873 0.2908 4.9446
C -2.3356 0.8705 3.7235
P -2.3619 -0.1363 2.1659
C -4.0458 0.2146 1.4934
C -4.8148 1.3053 1.8933
C -6.0711 1.5293 1.3458
C -6.5869 0.6567 0.3983
C -5.8315 -0.4342 -0.0054
C -4.5666 -0.6501 0.5280
C -2.6428 -1.8321 2.8712
C -1.4747 -2.5155 3.2240
C -1.5193 -3.8029 3.7412
C -2.7443 -4.4350 3.9053
C -3.9137 -3.7700 3.5609
C -3.8645 -2.4807 3.0439
H -1.4286 2.8285 -0.3896
H -0.8392 3.8871 2.7063
H -1.4758 3.9366 4.9637
H -2.1657 2.8664 7.0792
H -2.9248 0.5100 7.0610
H -3.0168 -0.7370 4.9676
H -4.4449 1.9858 2.6481
H -6.6507 2.3854 1.6692
H -7.5743 0.8209 -0.0163
H -6.2384 -1.1264 -0.7335
H -3.9812 -1.5019 0.1985
H -0.5147 -2.0243 3.0931
H -0.6002 -4.3165 3.9982
H -2.7878 -5.4462 4.2920
H -4.8714 -4.2585 3.6940
H -4.7866 -1.9762 2.7866
C -2.2643 -3.6566 -3.4436
C -2.9987 -2.5133 -2.7499
C -4.4534 -2.9040 -2.5621
O -2.3883 -2.3577 -1.4444
B -1.6209 -1.2118 -1.4328
O -1.7872 -0.4798 -2.5804
C -2.7776 -1.1106 -3.4305
C -2.2063 -1.1696 -4.8383
C -4.0115 -0.2162 -3.4014
H -2.3518 -4.5500 -2.8229
H -1.2059 -3.4294 -3.5624
H -2.6924 -3.8687 -4.4253
H -4.4979 -3.8508 -2.0207
H -4.9387 -3.0381 -3.5316
H -5.0020 -2.1574 -1.9881
H -1.2108 -1.6139 -4.8333
H -2.1180 -0.1536 -5.2271
H -2.8601 -1.7402 -5.5016
H -4.3121 -0.0166 -2.3712
H -4.8478 -0.6624 -3.9424
H -3.7635 0.7380 -3.8686
C 3.8244 -4.0568 1.2252
O 2.6652 -3.6221 1.9266
H 4.6505 -3.3468 1.3189
H 3.6205 -4.2209 0.1619
H 4.1292 -5.0037 1.6666
H 2.3837 -2.7827 1.5520
```

Here are the Mulliken charges for atoms 1 to 2, given in e: 1.173, -1.182

***

Molecular formula: C5H11NO
Method: DFT, ωB97M-V/def2-TZVPD

As for the spin multiplicity: 1. The value obtained for the orbital gap is 10.40 eV. As for the net charge: 0. Its relative energy (zero: lowest compared OMol25 entry of this formula, charge and spin) is 39.16 kcal/mol. For the HOMO energy, the calculation gives -9.4 eV. The total energy comes out at -8899.9992 eV.

```
18
C5H11NO, DFT ωB97M-V/def2-TZVPD
C -0.7229 0.7148 -1.6881
C -1.3735 -0.8927 1.1435
N -0.1508 -0.7136 1.4118
C 0.1745 0.2832 2.4120
C 0.2798 -0.4158 -1.6375
O -0.0404 -1.5595 -1.8782
C 1.7075 -0.0599 -1.2713
H -1.7349 0.3120 -1.7910
H -0.4955 1.3561 -2.5504
H -0.6526 1.3353 -0.7873
H -1.6470 -1.6161 0.3756
H -2.1932 -0.3334 1.6255
H 0.5783 -0.2387 3.2849
H 0.9718 0.9293 2.0245
H -0.6842 0.9017 2.7213
H 2.3938 -0.4727 -2.0181
H 1.9215 -0.5304 -0.3043
H 1.8592 1.0217 -1.1865
```

Here are the Mulliken charges for atoms 1 to 2, given in e: -1.172, -0.401

***

Molecular formula: C23H38F12NO8P
Method: DFT, ωB97M-V/def2-TZVPD

As for the spin multiplicity: 1. The value obtained for the orbital gap is 9.13 eV. As for the net charge: 0. For the HOMO energy, the calculation gives -8.7 eV. The total energy comes out at -84237.3390 eV.

```
83
C23H38F12NO8P, DFT ωB97M-V/def2-TZVPD
C -2.2803 -3.8176 0.2172
C -2.0044 -2.3965 0.7335
C -2.8120 -1.3365 -0.0292
P -4.5098 -1.1514 0.6892
C -5.5407 -0.9064 -0.8264
C -7.0353 -1.1486 -0.5387
C -7.7467 -2.0221 -1.5793
C -7.5306 -3.5226 -1.3947
N -6.1842 -3.9409 -1.8086
H -3.2385 -3.8620 -0.3090
H -2.3347 -4.5431 1.0303
H -1.5050 -4.1491 -0.4763
H -2.2622 -2.3520 1.7932
H -0.9400 -2.1702 0.6547
H -2.3165 -0.3640 0.0333
H -2.8689 -1.6024 -1.0889
H -4.7841 -2.5389 0.8051
H -5.3737 0.1163 -1.1766
H -5.1928 -1.5700 -1.6173
H -7.1488 -1.6324 0.4384
H -7.5553 -0.1923 -0.4541
H -7.4163 -1.7381 -2.5865
H -8.8206 -1.8229 -1.5476
H -8.3178 -4.0715 -1.9253
H -7.6437 -3.7565 -0.3314
H -5.9219 -3.4616 -2.6628
H -6.1590 -4.9322 -2.0145
C -0.1286 3.0521 4.3430
C -1.4402 2.3026 4.3544
O -1.2388 0.9156 3.9764
C -0.7995 0.1107 4.9266
O -0.5671 0.3794 6.0682
C -0.6435 -1.3197 4.3563
F 0.0387 -1.3095 3.2052
F -1.8558 -1.8425 4.1268
F -0.0029 -2.1036 5.2154
H 0.3442 2.9706 3.3662
H -0.3087 4.1068 4.5527
H 0.5484 2.6626 5.1018
H -2.1314 2.6786 3.6045
H -1.9201 2.3267 5.3316
C 6.5633 0.8176 2.0377
C 5.0695 0.7116 1.8420
O 4.4007 1.9320 2.2635
C 4.4152 2.9293 1.4006
O 4.9012 2.9527 0.3082
C 3.6474 4.1382 1.9887
F 4.0628 4.4353 3.2216
F 2.3372 3.8614 2.0452
F 3.8167 5.2079 1.2180
H 6.7991 1.0456 3.0769
H 7.0260 -0.1358 1.7817
H 6.9895 1.5871 1.3962
H 4.6296 -0.0558 2.4734
H 4.8066 0.5206 0.8027
C -3.3194 -6.2529 -2.6289
C -2.7362 -7.1806 -3.6680
O -2.3519 -6.4460 -4.8590
C -1.1955 -5.8085 -4.7967
O -0.4221 -5.7843 -3.8857
C -0.9296 -5.0798 -6.1358
F -1.9954 -4.3757 -6.5286
F -0.6474 -5.9754 -7.0914
F 0.1003 -4.2527 -6.0191
H -4.1680 -5.7040 -3.0386
H -3.6638 -6.8319 -1.7714
H -2.5764 -5.5389 -2.2787
H -3.4662 -7.9007 -4.0289
H -1.8616 -7.7105 -3.2932
C 5.5071 6.9636 -0.9621
C 6.5533 7.1546 0.1091
O 7.8933 7.0460 -0.4396
C 8.3605 8.1231 -1.0445
O 7.8203 9.1812 -1.1781
C 9.7950 7.8507 -1.5577
F 9.8659 6.6962 -2.2261
F 10.6419 7.7829 -0.5206
F 10.1961 8.8266 -2.3615
H 5.6390 6.0020 -1.4578
H 4.5193 6.9764 -0.5027
H 5.5514 7.7595 -1.7039
H 6.5121 6.3647 0.8549
H 6.4619 8.1217 0.6016
```

Here are the Mulliken charges for atoms 1 to 2, given in e: -0.941, -0.102